1.
Here is a molecular structure, C19H48AsF6O16S5 at a distorted geometry from OMol25. Energies are from ωB97M-V with the def2-TZVPD basis set.

Properties
HOMO level (alpha / beta) in eV: -10.19 / -10.19
2S+1: 2
Gap between HOMO and LUMO (alpha / beta) in eV: 9.226 / 3.158

Each line ends with the Löwdin charge.
Atoms and positions in Å:
As -0.2045 0.5239 -0.0145  0.937
F -0.8307 1.9138 0.8903  -0.256
F 1.4993 0.9602 0.3873  -0.301
F 0.3645 -0.9147 -0.9553  -0.286
F -1.9092 0.2648 -0.6165  -0.271
F 0.0481 1.6153 -1.3807  -0.270
F -0.2455 -0.5226 1.4496  -0.277
C 3.7720 -1.8760 1.5428  -0.109
C 5.0409 -1.7894 2.4015  -0.121
C 4.7313 -0.6825 3.3742  -0.097
O 3.3336 -0.5931 3.3235  0.146
C 2.7853 -1.7611 2.6933  -0.083
H 3.6879 -2.7971 0.9660  0.123
H 3.6636 -1.1274 0.7581  0.135
H 5.9173 -1.6065 1.7797  0.137
H 5.1129 -2.7333 2.9419  0.135
H 5.1550 0.2916 3.1300  0.171
H 5.0941 -0.8263 4.3920  0.178
H 1.7622 -1.6311 2.3404  0.119
H 2.6626 -2.6667 3.2873  0.169
O 3.8784 5.3502 -0.1594  -0.306
S 2.5908 5.4698 -0.8384  0.713
O 1.9409 6.7623 -1.0356  -0.297
O 2.6611 4.5599 -2.2348  -0.264
C 3.2525 3.3074 -2.1872  -0.327
C 2.6157 2.3568 -3.2168  -0.059
C 1.2288 4.4078 -0.0645  -0.091
H 3.2487 2.7868 -1.2296  0.102
H 4.3303 3.3997 -2.3207  0.114
H 1.5446 2.4129 -3.0223  0.052
H 2.7875 1.2916 -3.0619  0.074
H 2.7884 2.5755 -4.2706  0.076
H 1.7789 3.6834 0.5362  0.043
H 0.4909 3.9783 -0.7421  0.060
H 0.6171 5.0200 0.5981  0.062
O -3.1986 -1.1619 -4.8144  -0.301
S -1.7821 -1.5310 -4.6819  0.706
O -1.3703 -2.5694 -3.7470  -0.318
O -1.2252 -1.9449 -6.2308  -0.274
C -2.1405 -2.3638 -7.2009  -0.314
C -3.0191 -1.3566 -7.8729  -0.095
C -0.6829 -0.0093 -4.3878  -0.068
H -2.7571 -3.0707 -6.6457  0.117
H -1.6180 -2.8718 -8.0115  0.125
H -2.4391 -0.5312 -8.2857  0.079
H -3.8659 -0.8667 -7.3922  0.072
H -3.5283 -1.7621 -8.7471  0.077
H -1.1369 0.4249 -3.4971  0.049
H -0.8873 0.5107 -5.3238  0.056
H 0.3809 -0.2396 -4.3295  0.066
O 0.3517 -6.1653 0.4906  -0.309
S 1.3364 -5.0776 0.7666  0.730
O 2.0806 -4.9828 2.0216  -0.323
O 2.4604 -5.0520 -0.4842  -0.313
C 1.9142 -5.2004 -1.8062  -0.258
C 2.5066 -4.0424 -2.6422  -0.051
C 0.5336 -3.4008 0.3164  -0.086
H 0.8246 -5.1700 -1.7958  0.109
H 2.2739 -6.1767 -2.1312  0.121
H 1.9958 -3.1338 -2.3234  0.057
H 2.3393 -4.2315 -3.7025  0.083
H 3.5362 -3.7488 -2.4374  0.074
H 1.3065 -2.7368 -0.0707  0.034
H 0.2032 -3.0762 1.3031  0.047
H -0.3025 -3.5776 -0.3602  0.081
O -1.7541 1.5883 4.5369  -0.296
S -0.7628 2.5743 4.1092  0.688
O -0.9474 3.6793 3.1826  -0.276
O -0.2282 3.2599 5.4984  -0.277
C -0.1778 2.5821 6.7048  -0.307
C -1.3240 3.1699 7.6326  -0.049
C 0.8292 1.6360 3.7526  -0.096
H 0.7848 2.6817 7.2066  0.111
H -0.3097 1.5011 6.7500  0.111
H -1.0460 2.8070 8.6221  0.070
H -2.2812 2.7909 7.2745  0.071
H -1.4435 4.2530 7.6083  0.074
H 0.7938 1.4321 2.6825  0.008
H 0.6604 0.7329 4.3392  0.054
H 1.7542 2.1525 4.0088  0.069
O -5.9885 0.2021 2.7786  -0.320
S -5.1694 -0.7113 1.9383  0.714
O -5.2331 -2.1393 2.0734  -0.295
O -5.5021 -0.3526 0.3146  -0.245
C -6.1424 0.8676 0.1086  -0.337
C -5.5926 1.6812 -1.0473  -0.075
C -3.3625 -0.2045 1.9268  -0.102
H -6.1001 1.5720 0.9393  0.111
H -7.1581 0.6803 -0.2397  0.117
H -4.9974 1.0371 -1.6946  0.077
H -4.9328 2.5186 -0.8202  0.072
H -6.4699 2.0701 -1.5643  0.073
H -2.6880 -0.9412 1.4905  0.047
H -3.1628 -0.1948 2.9982  0.048
H -3.3333 0.7853 1.4710  0.060


2.
Here is a molecular structure, C19H48CrO21S6 at a distorted geometry from OMol25. Energies are from ωB97M-V with the def2-TZVPD basis set.

Properties
HOMO level (alpha / beta) in eV: -7.32 / -7.78
2S+1: 5
Gap between HOMO and LUMO (alpha / beta) in eV: 7.247 / 7.709
Energy above the lowest of the compared OMol25 structures with the same formula, charge and spin in eV: 2.020

Each line ends with the Löwdin charge.
Atoms and positions in Å:
Cr -0.8988 -1.0644 -0.3934  0.781
C -0.9158 -1.4631 1.7950  -0.687
O -1.0097 -0.1391 1.6204  -0.168
O -1.9385 -2.1480 1.3493  -0.132
O 0.2504 -1.8402 1.2364  -0.170
O -0.8535 3.0947 0.4278  -0.237
S -0.0212 2.2702 -0.3762  0.609
O -0.4891 1.0801 -1.0242  -0.306
O 0.4481 3.1369 -1.6246  -0.278
C 0.9282 4.4972 -1.4471  -0.247
C 0.7743 5.1724 -2.7910  -0.053
C 1.5454 2.0141 0.3828  -0.095
H 1.9554 4.4228 -1.0853  0.121
H 0.2979 4.9670 -0.6917  0.108
H 1.4176 4.6960 -3.5281  0.080
H 0.9063 6.2492 -2.7777  0.083
H -0.2655 4.9694 -3.0605  0.089
H 1.5645 1.1953 1.0996  0.061
H 1.7955 2.9675 0.8424  0.063
H 2.2785 1.7232 -0.3702  0.084
O 0.9164 -1.3178 -1.5672  -0.301
S 1.7200 -1.1411 -2.7289  0.587
O 3.1289 -1.2171 -2.6253  -0.237
O 1.2221 -2.2162 -3.7759  -0.242
C 2.0252 -2.3654 -4.9829  -0.239
C 1.4495 -3.5041 -5.7710  -0.064
C 1.2768 0.3874 -3.4955  -0.091
H 3.0867 -2.4533 -4.7660  0.123
H 1.8920 -1.4316 -5.5402  0.114
H 0.3915 -3.3797 -5.9883  0.085
H 1.5536 -4.4452 -5.2209  0.079
H 2.0307 -3.6742 -6.6775  0.090
H 1.6211 1.1767 -2.8283  0.060
H 0.1940 0.4650 -3.5468  0.088
H 1.7817 0.4716 -4.4516  0.072
O 4.5147 1.4150 4.8234  -0.247
S 3.5245 0.7923 4.0283  0.582
O 2.7305 1.5339 3.0928  -0.305
O 4.2277 -0.3728 3.2046  -0.247
C 3.3761 -1.2231 2.4191  -0.275
C 3.8377 -1.2135 0.9797  -0.053
C 2.4414 -0.1486 5.0858  -0.105
H 2.3231 -0.9392 2.4003  0.088
H 3.3664 -2.2216 2.8607  0.128
H 3.5943 -0.2560 0.5164  0.065
H 3.3459 -1.9867 0.3937  0.079
H 4.9197 -1.3338 0.8904  0.084
H 2.3361 0.4028 6.0162  0.067
H 2.9602 -1.0755 5.3177  0.076
H 1.4888 -0.2741 4.5847  0.070
O -5.0080 0.1775 -2.1595  -0.249
S -4.4368 -0.1794 -0.9100  0.606
O -3.0357 -0.4765 -0.8481  -0.303
O -4.8466 0.9487 0.1116  -0.235
C -4.0272 1.2354 1.2691  -0.224
C -4.5121 0.3812 2.4180  -0.055
C -5.3677 -1.5648 -0.2769  -0.099
H -4.1742 2.2841 1.5240  0.127
H -2.9763 1.0822 1.0621  0.080
H -4.5387 -0.6770 2.1564  0.065
H -5.5303 0.6617 2.7086  0.084
H -3.9153 0.4567 3.3188  0.081
H -6.1994 -1.1254 0.2638  0.075
H -4.7193 -2.1052 0.4115  0.058
H -5.6362 -2.1547 -1.1447  0.069
O 1.0611 2.6325 5.3550  -0.278
S -0.0893 3.3229 4.8872  0.571
O -1.1577 3.6448 5.7636  -0.258
O 0.4094 4.6911 4.2505  -0.248
C 1.6781 4.7189 3.5768  -0.257
C 1.5344 5.5803 2.3412  -0.061
C -0.6836 2.4955 3.4211  -0.103
H 2.1204 3.7488 3.3504  0.085
H 2.3541 5.2168 4.2747  0.129
H 0.9690 5.1314 1.5238  0.046
H 2.5023 5.8777 1.9339  0.085
H 1.0127 6.4887 2.6517  0.086
H -0.9492 1.4906 3.7194  0.067
H 0.1729 2.4769 2.7590  0.034
H -1.5178 3.0875 3.0641  0.074
O -1.3701 -2.9019 -1.5434  -0.320
S -2.1880 -4.0531 -1.2662  0.621
O -3.5720 -3.9187 -1.0234  -0.225
O -2.0548 -5.0741 -2.4785  -0.223
C -0.9579 -4.9101 -3.3783  -0.275
C -1.3068 -5.6916 -4.6281  -0.067
C -1.4127 -4.9545 0.0240  -0.090
H 0.0097 -5.2628 -3.0109  0.129
H -0.8323 -3.8614 -3.6408  0.096
H -2.0358 -5.1765 -5.2506  0.085
H -1.7203 -6.6591 -4.3308  0.084
H -0.4482 -5.9585 -5.2455  0.070
H -2.0223 -5.8230 0.2501  0.081
H -1.1948 -4.2749 0.8487  0.062
H -0.4342 -5.2838 -0.3348  0.080


3.
Here is 10 unconnected molecules or ions with the total composition C19H48F6N10O12PS at a distorted geometry from OMol25. Energies are from ωB97M-V with the def2-TZVPD basis set.

Properties
HOMO level in eV: -7.47
Net charge: -1
Gap between HOMO and LUMO in eV: 9.153
Energy above the lowest of the compared OMol25 structures with the same formula, charge and spin in eV: 4.814

Each line ends with the Löwdin charge.
Atoms and positions in Å:
P -0.9595 0.8231 2.0099  0.156
F -0.0924 1.5602 3.1513  -0.170
F -0.5209 -0.6268 2.7356  -0.221
F -2.4079 0.6680 2.6866  -0.181
F -1.7035 0.0406 0.7887  -0.212
F -1.4878 2.2511 1.4482  -0.184
F 0.3267 0.8901 1.0544  -0.167
C -6.1098 1.6807 -0.2329  -0.877
O -7.2525 1.8146 -0.5535  0.044
N -5.1278 2.5189 -0.4445  0.182
N -5.7359 0.7453 0.4786  0.178
H -4.2394 2.2650 -0.0365  0.102
H -5.1537 3.2411 -1.1502  0.118
H -6.4414 0.0886 0.7802  0.135
H -4.7514 0.5286 0.5422  0.116
C -4.5131 -4.0796 2.4994  -0.778
O -5.1667 -5.0959 2.7635  -0.001
N -4.0760 -3.2629 3.3907  0.164
N -4.1703 -3.6511 1.3041  0.156
H -3.3656 -2.5929 3.1327  0.109
H -4.2505 -3.3379 4.3827  0.125
H -4.5937 -4.1185 0.5152  0.116
H -3.5065 -2.8909 1.2638  0.107
C 1.5345 6.0764 2.3572  -0.784
O 0.3495 6.3574 2.5439  0.019
N 2.0278 5.0083 1.8895  0.182
N 2.5122 6.9622 2.5009  0.132
H 3.0287 4.9224 1.9938  0.117
H 1.3959 4.2326 2.0275  0.130
H 2.3734 7.9305 2.2494  0.110
H 3.4820 6.6801 2.4995  0.095
C 3.5285 -0.8084 5.2036  -0.799
O 4.4089 -1.6066 5.3886  0.039
N 3.3400 -0.2041 4.0573  0.155
N 2.5121 -0.4939 5.9561  0.156
H 3.9055 -0.4960 3.2729  0.116
H 2.5645 0.4216 3.8926  0.101
H 2.4050 -0.9830 6.8332  0.116
H 1.6979 -0.1668 5.4559  0.107
C -4.6249 6.5623 1.1703  -0.778
O -5.6450 6.9334 0.5851  -0.003
N -4.5517 5.7357 2.1905  0.165
N -3.4616 6.9444 0.7449  0.160
H -3.6952 5.2853 2.4797  0.110
H -5.4073 5.2543 2.4277  0.115
H -3.3187 7.5364 -0.0608  0.120
H -2.6517 6.5315 1.1850  0.103
C -0.7720 -3.6578 -3.8283  -0.191
C -1.5205 -3.2922 -5.0938  -0.141
O -0.4910 -2.6114 -5.8141  -0.234
S 1.0612 -2.6446 -5.3126  0.762
O 1.3762 -1.4196 -4.5408  -0.263
O 2.0666 -3.1781 -6.2428  -0.245
O 0.6020 -3.7877 -4.1755  -0.217
H -1.0464 -4.5976 -3.3492  0.132
H -0.9397 -2.9735 -2.9967  0.132
H -2.3637 -2.6257 -4.9123  0.132
H -1.8802 -4.0906 -5.7429  0.129
C 7.5433 -1.4430 -1.3887  -0.171
C 6.4950 -0.5220 -2.0485  -0.152
C 5.3126 -0.8056 -1.1403  -0.190
O 5.9232 -0.9143 0.1471  -0.160
C 7.1247 -1.6459 0.0701  -0.214
H 8.5171 -0.9564 -1.4422  0.102
H 7.5613 -2.4576 -1.7868  0.105
H 6.2811 -1.0781 -2.9612  0.101
H 6.8252 0.4723 -2.3493  0.111
H 4.8122 -1.7609 -1.2992  0.121
H 4.5497 -0.0271 -1.1480  0.123
H 6.8990 -2.6990 0.2380  0.107
H 7.8714 -1.3621 0.8117  0.117
C 3.1863 -5.5493 1.2428  -0.197
C 1.8797 -4.8277 1.0301  -0.153
C 1.3696 -5.0153 2.5113  -0.160
O 1.7523 -6.3564 2.9728  -0.152
C 2.7146 -6.8016 2.0174  -0.217
H 3.8827 -4.8860 1.7559  0.115
H 3.6840 -5.9280 0.3500  0.106
H 1.2475 -5.2041 0.2259  0.107
H 2.0453 -3.7675 0.8387  0.106
H 0.2973 -4.9564 2.6980  0.108
H 1.7799 -4.2925 3.2165  0.112
H 2.2476 -7.4801 1.3035  0.111
H 3.5232 -7.2960 2.5557  0.113
C -2.6540 1.9403 -4.5768  -0.197
C -1.5878 2.8825 -4.0763  -0.174
C -2.1768 4.2510 -4.2970  -0.224
O -3.5730 4.0370 -4.2488  -0.151
C -3.9141 2.7047 -4.7914  -0.160
H -2.7300 1.1688 -3.8106  0.106
H -2.4666 1.3635 -5.4826  0.106
H -0.6618 2.8396 -4.6498  0.112
H -1.3898 2.6537 -3.0291  0.116
H -1.9517 4.6179 -5.2984  0.116
H -1.7511 4.8530 -3.4942  0.122
H -4.2484 2.7496 -5.8278  0.111
H -4.7247 2.3020 -4.1840  0.115


| no. | E (eV) |
| --- | --- |
| 1 | -184554.140 |
| 2 | -156908.913 |
| 3 | -96388.432 |